Entry 1:
Here is a molecular structure, C6H10FN from the OMol25 dataset. Energies are from ωB97M-V with the def2-TZVPD basis set.

Results
E: -10587.6157 eV

Structure (ORCA input):
```
! wB97M-V def2-TZVPD RIJCOSX def2/J DEFGRID3
* xyz 0 1
C -0.394 -1.402 1.580
C -0.451 -0.551 0.262
C -1.172 -0.906 -0.895
C 0.212 0.772 0.302
C 0.405 1.580 -0.937
C 1.677 1.927 -0.205
H 0.615 -1.273 2.187
H -0.351 -2.563 1.226
H -1.390 -1.046 2.320
H -1.555 -0.307 -1.770
H -0.311 1.475 0.955
H -0.045 2.474 -1.163
H 0.571 0.869 -1.766
H 1.574 2.725 0.453
H 2.525 2.059 -0.903
H 1.815 1.020 1.567
N 1.652 0.608 0.530
F -1.852 -2.023 -0.828
*
```

=====

Entry 2:
Here is a molecular structure, C3H7CaO2 from the OMol25 dataset. Energies are from ωB97M-V with the def2-TZVPD basis set.

Results
E: -25750.0743 eV

Structure (ORCA input):
```
! wB97M-V def2-TZVPD RIJCOSX def2/J DEFGRID3
* xyz 1 1
O 2.227 0.171 -0.240
C 1.703 -0.897 0.046
C 0.221 -1.031 0.102
O -0.347 0.239 -0.111
C -1.777 0.267 -0.082
Ca 1.018 1.892 -0.399
H 2.308 -1.809 0.171
H -0.061 -1.443 1.088
H -0.102 -1.756 -0.666
H -2.131 -0.055 0.906
H -2.084 1.299 -0.272
H -2.173 -0.393 -0.865
H 1.199 3.516 0.323
*
```

=====

Entry 3:
Here is a molecular structure, C42H42AsIrN4PSTe from the OMol25 dataset. Energies are from ωB97M-V with the def2-TZVPD basis set.

Results
Expectation value of S²: 0.76
E: -141255.7830 eV

Structure (ORCA input):
```
! wB97M-V def2-TZVPD RIJCOSX def2/J DEFGRID3
* xyz 4 2
Ir 0.085 -0.018 -0.084
C -3.676 -2.095 0.625
C -2.379 -1.540 0.151
N -1.730 -0.567 0.693
N -2.180 0.110 1.801
C -1.362 1.003 2.412
N -1.792 1.590 3.508
S 0.201 1.375 1.788
C -1.715 -2.097 -1.056
C -2.273 -3.135 -1.774
C -1.617 -3.620 -2.901
C -0.425 -3.036 -3.274
C 0.085 -1.987 -2.520
N -0.525 -1.525 -1.426
H -3.991 -1.717 1.594
H -3.604 -3.180 0.716
H -4.464 -1.875 -0.099
H -3.094 -0.115 2.172
H -2.680 1.377 3.944
H -1.219 2.285 3.965
H -3.215 -3.569 -1.469
H -2.041 -4.439 -3.468
H 0.121 -3.376 -4.143
H 1.012 -1.511 -2.792
C -0.376 1.694 -3.470
Te -1.104 1.772 -1.470
C 0.138 3.493 -1.308
C 0.104 4.037 -2.717
C 0.302 5.390 -2.971
C 0.235 5.864 -4.273
C -0.042 4.993 -5.320
C -0.246 3.644 -5.072
C -0.163 3.161 -3.771
H -1.119 1.223 -4.110
H 0.539 1.098 -3.484
H 1.126 3.185 -0.970
H -0.299 4.167 -0.574
H 0.478 6.079 -2.154
H 0.365 6.920 -4.468
H -0.126 5.370 -6.331
H -0.486 2.974 -5.888
C 3.285 1.709 -0.331
C 4.801 1.552 -0.180
As 5.714 3.204 -0.735
C 7.551 3.141 -0.416
C 8.387 3.919 -1.241
C 9.743 3.933 -1.000
C 10.267 3.211 0.072
C 9.435 2.468 0.913
C 8.077 2.444 0.689
C 5.325 3.379 -2.598
C 6.080 2.668 -3.531
C 5.770 2.782 -4.876
C 4.719 3.595 -5.285
C 3.968 4.300 -4.353
C 4.270 4.198 -3.003
P 2.369 0.145 -0.517
C 2.385 -0.843 0.981
C 2.882 -0.392 2.205
C 2.571 -1.072 3.367
C 1.736 -2.192 3.336
C 1.237 -2.655 2.134
C 1.556 -1.989 0.943
C 3.198 -0.688 -1.866
C 3.273 -0.017 -3.093
C 3.912 -0.614 -4.167
C 4.483 -1.875 -4.020
C 4.432 -2.529 -2.796
C 3.794 -1.938 -1.713
H 3.053 2.246 -1.259
H 2.840 2.282 0.489
H 5.183 0.783 -0.857
H 5.105 1.293 0.833
H 7.975 4.492 -2.062
H 10.399 4.513 -1.636
H 11.331 3.239 0.265
H 9.857 1.921 1.745
H 7.435 1.883 1.356
H 6.914 2.051 -3.219
H 6.368 2.255 -5.608
H 4.500 3.699 -6.340
H 3.168 4.949 -4.677
H 3.711 4.782 -2.280
H 3.507 0.490 2.257
H 2.984 -0.739 4.310
H 1.516 -2.722 4.253
H 0.651 -3.564 2.102
H 1.317 -2.461 0.000
H 2.860 0.982 -3.211
H 3.970 -0.096 -5.116
H 4.984 -2.340 -4.859
H 4.899 -3.498 -2.679
H 3.772 -2.454 -0.761
*
```

=====

Entry 4:
Here is a molecular structure, C18H10MnN5O2S from the OMol25 dataset. Energies are from ωB97M-V with the def2-TZVPD basis set.

Results
Expectation value of S²: 8.75
E: -72527.0333 eV

Structure (ORCA input):
```
! wB97M-V def2-TZVPD RIJCOSX def2/J DEFGRID3
* xyz 1 6
Mn -0.910 -0.648 0.457
S 3.911 5.155 -0.504
N 4.209 3.609 -0.167
C 3.035 3.003 -0.094
C 2.824 1.594 0.173
C 3.868 0.693 0.386
C 3.577 -0.631 0.632
C 2.245 -1.024 0.663
N 1.237 -0.178 0.465
C 1.511 1.122 0.219
C 0.380 2.027 0.006
N -0.853 1.493 0.081
C -1.917 2.274 -0.062
C -1.805 3.640 -0.308
C -0.550 4.198 -0.403
C 0.576 3.384 -0.240
C 1.937 3.878 -0.297
N 2.301 5.130 -0.520
H 4.887 1.055 0.352
H 4.354 -1.362 0.801
H 1.979 -2.055 0.859
H -2.880 1.786 0.037
H -2.697 4.239 -0.416
H -0.410 5.254 -0.592
O -4.652 -1.957 1.167
C -3.496 -1.774 0.881
O -2.827 -0.664 0.989
C -2.710 -2.931 0.247
C -3.321 -4.157 0.044
C -2.593 -5.180 -0.536
C -1.271 -4.949 -0.899
C -0.731 -3.702 -0.664
N -1.431 -2.709 -0.100
H -4.352 -4.266 0.348
H -3.046 -6.147 -0.706
H -0.669 -5.719 -1.358
H 0.293 -3.481 -0.939
*
```